This record from the Open Molecules 2025 dataset describes a molecular structure, C4H8NO. The level of theory is the ωB97M-V functional and the def2-TZVPD basis.

```
! wB97M-V def2-TZVPD RIJCOSX def2/J DEFGRID3
* xyz 1 1
C -2.128 1.809 0.372
C -1.012 1.389 0.449
C 0.650 -0.886 0.602
C 0.848 0.564 0.251
N -0.132 -1.470 -0.522
O 1.200 0.685 -1.066
H -3.093 2.232 0.413
H 0.125 -1.003 1.551
H 1.622 -1.391 0.659
H 1.384 1.166 0.973
H 0.352 -1.150 -1.380
H -1.072 -1.042 -0.530
H -0.195 -2.492 -0.487
H 1.450 1.587 -1.285
*
```

Its LUMO energy is -3.581 eV. The value obtained for the energy relative to the best compared isomer or geometry (same formula, charge and spin) is 77.7 kcal/mol. The calculation puts the frontier orbital gap at 10.4 eV. As for the HOMO energy: -14.02 eV.